[1]
Here is 3 unconnected molecules or ions with the total composition C23H46O7P in a non-equilibrium geometry from the OMol25 dataset. Energies are from wB97M-V/def2-TZVPD.

Each line ends with the Löwdin charge.
Positions of all 77 atoms, in Å:
O: -1.14 1.37 -1.33  -0.16
C: 0.27 1.74 -1.62  -0.23
C: 1.30 1.40 -0.36  -0.16
C: 2.02 -0.07 -0.47  -0.25
C: 0.85 -1.25 -0.44  -0.30
P: 1.73 -2.90 -0.08  1.09
C: 1.10 -4.23 -1.36  -0.30
C: -0.36 -4.86 -0.97  -0.24
C: -1.65 -3.94 -1.44  -0.17
C: -2.91 -4.03 -0.35  -0.22
O: -2.50 -3.61 1.01  -0.15
C: 1.41 -3.58 1.72  -0.28
O: 0.23 -3.01 2.35  -0.20
C: 0.48 -1.77 3.07  -0.17
C: -0.84 -0.75 3.25  0.03
C: -0.75 0.70 4.08  -0.04
C: 0.66 1.15 4.79  -0.07
C: 1.97 0.18 4.61  -0.05
C: 1.86 -1.26 3.78  -0.02
H: -1.66 1.51 -2.19  0.12
H: 0.37 2.90 -1.89  0.14
H: 0.63 1.05 -2.51  0.11
H: 0.72 1.45 0.67  0.13
H: 2.14 2.24 -0.39  0.13
H: 2.70 -0.20 -1.44  0.12
H: 2.69 -0.21 0.50  0.11
H: -0.01 -0.99 0.31  0.11
H: 0.42 -1.29 -1.55  0.10
H: 3.18 -2.78 -0.28  0.07
H: 1.04 -3.79 -2.46  0.12
H: 1.87 -5.13 -1.37  0.11
H: -0.46 -5.90 -1.54  0.13
H: -0.51 -5.10 0.17  0.09
H: -1.99 -4.35 -2.50  0.13
H: -1.31 -2.80 -1.57  0.10
H: -3.38 -5.10 -0.40  0.13
H: -3.74 -3.29 -0.76  0.13
H: -2.12 -4.39 1.53  0.11
H: 2.39 -3.58 2.35  0.11
H: 1.16 -4.74 1.53  0.13
H: -1.87 -1.04 2.77  0.09
H: -1.73 1.37 4.20  0.10
H: 0.70 2.16 5.40  0.10
H: 3.01 0.46 5.12  0.10
H: 2.83 -1.92 3.71  0.08
C: 3.56 4.68 -3.71  -0.11
O: 4.89 4.34 -4.09  -0.19
C: 5.61 3.69 -3.04  -0.19
C: 5.63 2.17 -3.24  -0.19
O: 4.32 1.61 -3.14  -0.22
C: 3.73 1.37 -4.42  -0.11
H: 2.99 4.91 -4.62  0.09
H: 3.06 3.87 -3.18  0.07
H: 3.58 5.58 -3.08  0.09
H: 5.19 3.95 -2.06  0.12
H: 6.64 4.06 -3.07  0.13
H: 6.23 1.72 -2.45  0.12
H: 6.09 1.90 -4.20  0.13
H: 4.15 0.45 -4.85  0.09
H: 3.89 2.20 -5.11  0.09
H: 2.65 1.24 -4.28  0.07
C: -6.99 1.65 2.66  -0.11
O: -6.27 2.52 1.79  -0.19
C: -5.01 2.90 2.33  -0.19
C: -3.87 2.07 1.72  -0.19
O: -3.98 0.69 2.08  -0.22
C: -4.56 -0.10 1.05  -0.11
H: -7.79 1.17 2.09  0.09
H: -6.35 0.86 3.08  0.08
H: -7.44 2.23 3.47  0.09
H: -5.01 2.82 3.42  0.13
H: -4.85 3.95 2.07  0.13
H: -2.92 2.43 2.12  0.11
H: -3.84 2.18 0.63  0.12
H: -3.82 -0.30 0.28  0.08
H: -5.44 0.39 0.61  0.09
H: -4.89 -1.05 1.49  0.09

Properties
Gap between HOMO and LUMO, eV: 8.4
LUMO, eV: -2.505
Charge: +1

[2]
Here is 3 unconnected molecules or ions with the total composition C23H47BrN6O5P2 in a non-equilibrium geometry from the OMol25 dataset. Energies are from wB97M-V/def2-TZVPD.

Each line ends with the Löwdin charge.
Positions of all 84 atoms, in Å:
C: 1.05 2.71 -3.26  -0.13
C: 1.36 2.23 -1.70  -0.18
C: 0.23 2.41 -0.52  -0.03
C: 0.58 1.95 1.03  0.00
C: 2.06 1.28 1.40  -0.14
C: 2.31 0.82 2.95  -0.11
C: 3.44 1.67 3.77  -0.27
O: 3.16 3.03 4.25  -0.06
C: 4.50 3.55 4.69  -0.31
O: 4.77 4.73 5.29  0.02
O: 5.55 2.55 4.30  -0.14
C: 4.91 1.97 3.07  -0.48
Br: 4.97 3.61 1.86  0.73
C: 3.14 1.09 0.15  -0.05
C: 2.84 1.56 -1.39  -0.03
H: 1.35 3.84 -3.46  0.09
H: -0.10 2.61 -3.43  0.07
H: 1.59 1.97 -3.99  0.07
H: -0.84 2.89 -0.76  0.08
H: -0.28 2.11 1.85  0.09
H: 2.64 -0.32 2.98  0.14
H: 1.28 0.91 3.54  0.14
H: 3.78 1.11 4.76  0.18
H: 5.48 1.02 2.61  0.15
H: 4.19 0.62 0.45  0.09
H: 3.66 1.43 -2.21  0.09
C: 4.09 -4.66 -0.16  -0.13
N: 2.75 -4.36 -0.62  -0.37
C: 1.84 -4.36 0.53  -0.15
P: 2.36 -3.20 -1.81  0.76
O: 2.47 -2.02 -0.81  -0.31
N: 3.68 -2.69 -2.75  -0.35
C: 5.05 -3.14 -2.61  -0.13
C: 3.68 -1.27 -3.12  -0.16
N: 2.23 -4.55 -2.95  -0.28
C: 1.69 -5.86 -2.59  -0.12
C: 2.00 -4.25 -4.36  -0.13
H: 4.09 -5.43 0.62  0.08
H: 4.59 -3.77 0.25  0.08
H: 4.69 -5.10 -0.95  0.06
H: 0.80 -4.22 0.20  0.07
H: 2.08 -3.57 1.24  0.07
H: 1.87 -5.33 1.05  0.08
H: 5.49 -2.85 -1.65  0.08
H: 5.70 -2.73 -3.40  0.08
H: 5.12 -4.23 -2.75  0.07
H: 4.09 -0.64 -2.32  0.05
H: 2.66 -0.93 -3.34  0.07
H: 4.27 -1.09 -4.03  0.08
H: 2.45 -6.46 -2.07  0.08
H: 1.40 -6.46 -3.47  0.08
H: 0.80 -5.77 -1.96  0.08
H: 2.84 -4.63 -4.96  0.09
H: 1.91 -3.18 -4.55  0.07
H: 1.08 -4.70 -4.75  0.08
C: -4.55 1.02 -0.86  -0.13
N: -5.04 0.66 0.46  -0.37
C: -4.67 -0.74 0.73  -0.15
P: -4.98 1.66 1.83  0.75
O: -3.49 1.36 2.11  -0.32
N: -4.71 3.31 1.48  -0.35
C: -4.52 3.88 0.17  -0.13
C: -3.87 4.02 2.45  -0.15
N: -6.70 2.01 1.52  -0.28
C: -7.64 1.02 1.02  -0.12
C: -7.37 3.01 2.34  -0.13
H: -4.67 0.19 -1.57  0.08
H: -3.49 1.29 -0.84  0.08
H: -5.14 1.82 -1.29  0.06
H: -5.10 -1.07 1.69  0.07
H: -3.59 -0.87 0.78  0.08
H: -5.08 -1.41 -0.03  0.08
H: -3.60 3.52 -0.31  0.07
H: -4.46 4.97 0.20  0.08
H: -5.38 3.68 -0.47  0.07
H: -2.80 3.86 2.25  0.07
H: -4.08 3.68 3.47  0.07
H: -4.07 5.10 2.43  0.08
H: -7.54 0.90 -0.06  0.08
H: -8.69 1.31 1.19  0.08
H: -7.50 0.05 1.51  0.08
H: -7.72 3.84 1.71  0.09
H: -6.70 3.43 3.11  0.07
H: -8.23 2.61 2.90  0.08

Properties
Gap between HOMO and LUMO, eV: 7.1
SMILES string: Cc1ccc(C[C@@H]2OC(=O)O[C@@H]2Br)cc1.CN(C)P(=O)(N(C)C)N(C)C.CN(C)P(=O)(N(C)C)N(C)C
LUMO, eV: -0.822

[3]
Here is 2 unconnected molecules or ions with the total composition C23H47N2O5 in a non-equilibrium geometry from the OMol25 dataset. Energies are from wB97M-V/def2-TZVPD.

Each line ends with the Löwdin charge.
Positions of all 77 atoms, in Å:
C: -2.19 4.32 -3.44  -0.12
C: -2.83 2.91 -3.06  -0.27
C: -2.23 1.76 -4.00  -0.21
C: -0.88 1.23 -3.26  -0.21
C: 0.24 0.89 -4.36  -0.20
C: 0.97 -0.52 -4.17  -0.21
C: 1.17 -0.96 -2.65  -0.22
C: 2.43 -1.95 -2.44  -0.20
C: 2.34 -2.76 -1.06  -0.21
C: 1.29 -3.96 -1.08  -0.21
C: 1.01 -4.63 0.34  -0.19
C: 0.42 -3.56 1.42  -0.20
C: -1.00 -3.11 0.86  -0.11
C: -1.72 -1.97 1.74  -0.27
C: -0.66 -1.08 2.54  -0.07
N: -1.16 0.26 2.97  0.07
C: -1.72 0.92 1.72  -0.21
C: -2.16 2.44 1.95  -0.08
C: -1.38 3.44 0.96  -0.14
O: 0.01 3.40 1.37  -0.06
C: 0.88 3.10 0.29  -0.40
O: 0.73 2.15 -0.50  0.05
C: 2.19 4.01 0.10  -0.11
C: 3.42 3.13 0.66  -0.09
C: -3.02 0.02 1.36  -0.11
O: -2.57 -1.24 0.83  -0.12
H: -1.09 4.20 -3.67  0.08
H: -2.34 5.00 -2.54  0.07
H: -2.74 4.79 -4.32  0.08
H: -3.97 2.88 -3.14  0.11
H: -2.58 2.68 -1.97  0.07
H: -2.04 2.08 -5.07  0.11
H: -2.96 0.88 -3.97  0.11
H: -0.49 2.11 -2.66  0.08
H: -1.20 0.34 -2.64  0.11
H: 1.01 1.73 -4.50  0.12
H: -0.31 0.84 -5.37  0.10
H: 0.46 -1.33 -4.81  0.12
H: 2.02 -0.41 -4.62  0.11
H: 0.25 -1.60 -2.38  0.09
H: 1.20 -0.11 -1.91  0.10
H: 2.63 -2.62 -3.34  0.12
H: 3.33 -1.25 -2.33  0.11
H: 2.19 -2.01 -0.22  0.09
H: 3.38 -3.22 -0.90  0.12
H: 0.34 -3.61 -1.61  0.09
H: 1.73 -4.77 -1.76  0.12
H: 0.18 -5.40 0.19  0.11
H: 1.94 -5.16 0.74  0.12
H: 0.34 -4.12 2.41  0.11
H: 1.19 -2.74 1.47  0.09
H: -1.70 -4.02 0.79  0.14
H: -0.92 -2.66 -0.19  0.12
H: -2.35 -2.54 2.52  0.17
H: 0.20 -0.89 1.81  0.15
H: -0.27 -1.68 3.43  0.12
H: -0.40 0.81 3.40  0.19
H: -1.95 0.18 3.62  0.18
H: -0.90 0.81 0.92  0.16
H: -1.92 2.75 3.01  0.13
H: -3.26 2.51 1.68  0.13
H: -1.76 4.51 1.14  0.15
H: -1.55 3.16 -0.13  0.12
H: 2.00 4.93 0.75  0.12
H: 2.33 4.30 -1.00  0.13
H: 4.08 3.69 1.39  0.08
H: 3.00 2.20 1.17  0.08
H: 4.05 2.77 -0.22  0.09
H: -3.67 -0.06 2.29  0.15
H: -3.53 0.59 0.51  0.15
C: 2.30 -2.32 6.30  0.05
N: 1.12 -3.17 5.98  -0.43
O: 0.65 -3.09 4.86  0.02
O: 0.71 -3.89 6.87  0.10
H: 2.55 -1.74 5.42  0.09
H: 2.02 -1.67 7.13  0.10
H: 3.12 -2.98 6.57  0.11

Properties
Gap between HOMO and LUMO, eV: 9.1
LUMO, eV: -2.945
Charge: +1

[4]
Here is 6 unconnected molecules or ions with the total composition C23H48B3BrO8 from the OMol25 dataset. Energies are from wB97M-V/def2-TZVPD.

Each line ends with the Löwdin charge.
Positions of all 83 atoms, in Å:
C: 2.78 3.40 -3.18  -0.12
C: 1.38 3.66 -3.75  -0.71
Br: 1.48 4.14 -5.66  0.67
C: 0.56 4.74 -3.00  -0.11
B: -0.91 4.30 -2.70  -0.53
O: -1.98 5.18 -2.81  0.26
B: -3.07 4.69 -3.50  -0.32
O: -3.37 3.35 -3.39  0.21
B: -2.41 2.48 -2.92  -0.34
O: -1.23 2.98 -2.41  0.26
H: 3.04 4.15 -2.43  0.08
H: 3.54 3.41 -3.95  0.06
H: 2.82 2.43 -2.69  0.06
H: 0.82 2.73 -3.77  0.07
H: 1.09 5.00 -2.08  0.11
H: 0.51 5.66 -3.59  0.10
H: -3.71 5.39 -4.22  0.12
H: -2.58 1.31 -3.00  0.12
C: 5.11 -1.05 -0.89  -0.17
C: 5.04 -0.19 0.37  -0.17
C: 4.94 1.21 -0.22  -0.20
O: 4.23 1.07 -1.46  -0.17
C: 4.15 -0.31 -1.81  -0.20
H: 4.82 -2.09 -0.72  0.11
H: 6.12 -1.03 -1.30  0.11
H: 4.15 -0.44 0.95  0.11
H: 5.90 -0.31 1.03  0.11
H: 5.93 1.63 -0.42  0.12
H: 4.39 1.91 0.41  0.12
H: 3.12 -0.66 -1.67  0.12
H: 4.40 -0.42 -2.87  0.12
C: 4.50 -3.79 4.56  -0.17
C: 5.97 -4.01 4.24  -0.16
C: 6.12 -3.27 2.92  -0.21
O: 5.18 -2.19 2.97  -0.16
C: 4.29 -2.37 4.07  -0.20
H: 4.25 -3.90 5.61  0.09
H: 3.88 -4.48 3.99  0.12
H: 6.60 -3.55 5.01  0.11
H: 6.25 -5.06 4.17  0.11
H: 5.87 -3.93 2.07  0.12
H: 7.11 -2.87 2.75  0.12
H: 4.53 -1.64 4.85  0.12
H: 3.27 -2.18 3.73  0.12
C: 1.02 -1.15 7.67  -0.17
C: 1.92 -2.03 8.54  -0.17
C: 2.07 -3.27 7.65  -0.20
O: 2.01 -2.80 6.31  -0.16
C: 1.56 -1.44 6.28  -0.21
H: 1.08 -0.09 7.93  0.11
H: -0.02 -1.47 7.76  0.11
H: 2.89 -1.55 8.69  0.11
H: 1.50 -2.27 9.51  0.11
H: 1.26 -3.98 7.83  0.12
H: 3.02 -3.79 7.80  0.11
H: 2.40 -0.79 6.03  0.11
H: 0.80 -1.35 5.50  0.12
C: -4.55 -2.01 -0.23  -0.17
C: -5.34 -0.71 -0.37  -0.16
C: -4.42 0.12 -1.24  -0.22
O: -3.72 -0.80 -2.08  -0.16
C: -3.92 -2.13 -1.61  -0.20
H: -5.15 -2.87 0.04  0.11
H: -3.77 -1.89 0.53  0.11
H: -6.28 -0.91 -0.89  0.11
H: -5.57 -0.23 0.58  0.11
H: -3.69 0.67 -0.63  0.12
H: -4.95 0.83 -1.88  0.10
H: -4.60 -2.66 -2.30  0.12
H: -2.97 -2.65 -1.61  0.12
C: -6.85 0.25 -5.69  -0.17
C: -6.42 1.05 -4.46  -0.17
C: -6.71 2.48 -4.91  -0.20
O: -7.82 2.40 -5.79  -0.14
C: -8.07 1.04 -6.15  -0.21
H: -7.08 -0.79 -5.47  0.11
H: -6.06 0.28 -6.45  0.11
H: -7.04 0.79 -3.60  0.11
H: -5.37 0.90 -4.18  0.10
H: -5.85 2.91 -5.45  0.12
H: -6.96 3.15 -4.09  0.12
H: -8.97 0.69 -5.64  0.12
H: -8.23 0.98 -7.23  0.12

Properties
Gap between HOMO and LUMO, eV: 9.8
SMILES string: C[C@H](Br)CB1OBOBO1.C1CCOC1.C1CCOC1.C1CCOC1.C1CCOC1.C1CCOC1
LUMO, eV: 0.533

[5]
Here is a molecular structure, C23H48Br3F3N6O8 in a non-equilibrium geometry from the OMol25 dataset. Energies are from wB97M-V/def2-TZVPD.

Each line ends with the Löwdin charge.
Positions of all 91 atoms, in Å:
C: -9.76 -18.70 -41.55  0.00
C: -9.74 -17.41 -40.72  -0.56
O: -9.15 -17.35 -39.66  0.05
N: -10.44 -16.39 -41.26  -0.01
C: -10.38 -15.10 -40.74  -0.11
H: -8.74 -18.98 -41.81  0.08
H: -10.52 -18.71 -42.33  0.07
H: -9.97 -19.48 -40.82  0.08
H: -10.95 -16.54 -42.13  0.14
H: -11.14 -14.43 -41.16  0.08
H: -9.37 -14.84 -41.06  0.10
H: -10.39 -14.97 -39.66  0.05
C: -10.95 -12.11 -31.19  -0.01
C: -10.04 -11.00 -31.68  -0.60
O: -9.33 -10.57 -30.80  0.05
N: -10.14 -10.74 -32.96  0.03
C: -9.33 -9.69 -33.51  -0.07
H: -11.06 -13.02 -31.78  0.07
H: -11.92 -11.74 -30.85  0.08
H: -10.49 -12.49 -30.28  0.07
H: -10.75 -11.24 -33.59  0.10
H: -9.75 -9.47 -34.49  0.06
H: -8.35 -10.15 -33.52  0.07
H: -9.17 -8.79 -32.90  0.09
C: -14.86 -12.88 -33.16  0.00
C: -13.54 -12.77 -33.74  -0.57
O: -12.98 -11.70 -33.60  0.02
N: -12.93 -13.83 -34.37  0.04
C: -13.62 -15.02 -34.86  -0.08
H: -15.35 -13.85 -33.18  0.07
H: -15.57 -12.16 -33.58  0.10
H: -14.78 -12.67 -32.10  0.10
H: -12.01 -13.69 -34.77  0.06
H: -12.90 -15.71 -35.30  0.08
H: -14.38 -14.77 -35.59  0.08
H: -14.05 -15.55 -34.01  0.08
C: -4.47 -13.33 -38.58  0.00
C: -5.53 -12.25 -38.65  -0.53
O: -5.22 -11.05 -38.78  0.02
N: -6.82 -12.66 -38.69  -0.01
C: -7.87 -11.84 -39.16  -0.10
H: -4.98 -14.28 -38.77  0.07
H: -3.95 -13.27 -37.62  0.08
H: -3.65 -13.32 -39.30  0.08
H: -6.99 -13.66 -38.72  0.13
H: -8.43 -11.40 -38.34  0.01
H: -8.49 -12.48 -39.79  0.06
H: -7.58 -11.10 -39.91  0.10
C: -8.14 -12.39 -35.47  0.00
C: -9.13 -13.44 -35.11  -0.46
O: -10.33 -13.19 -35.16  -0.04
N: -8.62 -14.57 -34.46  0.01
C: -9.35 -15.74 -34.10  -0.08
H: -7.23 -12.82 -35.90  0.08
H: -7.68 -11.76 -34.72  0.08
H: -8.63 -11.72 -36.18  0.04
H: -7.61 -14.56 -34.35  0.14
H: -9.26 -15.89 -33.03  0.09
H: -9.08 -16.68 -34.59  0.09
H: -10.39 -15.50 -34.30  0.07
C: -12.13 -11.12 -41.34  -0.02
C: -10.92 -11.51 -42.14  -0.54
O: -9.86 -11.74 -41.60  0.04
N: -11.23 -11.86 -43.44  0.00
C: -10.35 -12.55 -44.38  -0.08
H: -12.49 -11.99 -40.79  0.04
H: -12.93 -10.69 -41.94  0.08
H: -11.89 -10.35 -40.61  0.07
H: -12.14 -11.65 -43.81  0.12
H: -9.47 -11.99 -44.67  0.09
H: -10.96 -12.97 -45.18  0.08
H: -9.97 -13.47 -43.94  0.07
C: -13.13 -8.49 -34.18  -0.06
C: -12.28 -7.50 -33.41  -0.19
O: -12.98 -6.27 -33.41  0.01
C: -12.55 -5.17 -32.78  -0.32
O: -11.39 -5.00 -32.30  0.10
C: -13.53 -3.97 -32.76  -0.45
F: -13.96 -3.82 -31.48  0.16
F: -12.86 -2.81 -33.23  0.09
F: -14.60 -4.23 -33.52  0.16
H: -12.51 -9.31 -34.54  0.04
H: -13.72 -7.99 -34.95  0.08
H: -13.87 -9.03 -33.59  0.08
H: -11.39 -7.23 -33.99  0.13
H: -12.07 -7.84 -32.40  0.14
C: -12.04 -11.25 -37.09  -1.58
Br: -13.88 -10.60 -37.38  0.57
Br: -10.67 -10.03 -37.47  0.70
Br: -11.77 -12.89 -38.09  0.63
H: -11.79 -11.60 -36.09  -0.07

Properties
Gap between HOMO and LUMO, eV: 8.9
LUMO, eV: -0.157

[6]
Here is 5 unconnected molecules or ions with the total composition C23H48BrN2O4 from the OMol25 dataset. Energies are from wB97M-V/def2-TZVPD.

Each line ends with the Löwdin charge.
Positions of all 78 atoms, in Å:
C: -3.65 -2.64 -1.06  -0.14
C: -3.92 -2.30 0.40  -0.26
C: -3.95 -0.80 0.78  -0.59
Br: -3.14 0.36 -0.56  0.86
C: -3.39 -0.55 2.19  -0.28
C: -4.28 0.35 3.05  -0.16
N: -3.48 1.25 3.89  -0.04
C: -2.74 2.14 3.00  -0.18
C: -1.68 1.36 2.24  -0.14
N: -1.95 -0.11 2.21  0.08
H: -3.86 -3.70 -1.23  0.08
H: -2.61 -2.48 -1.30  0.06
H: -4.29 -2.09 -1.74  0.06
H: -4.89 -2.71 0.66  0.12
H: -3.20 -2.83 1.03  0.10
H: -4.99 -0.51 0.81  0.09
H: -3.39 -1.52 2.68  0.14
H: -4.85 -0.30 3.71  0.13
H: -4.99 0.90 2.42  0.12
H: -4.13 1.83 4.41  0.13
H: -2.22 2.89 3.59  0.13
H: -3.39 2.67 2.30  0.12
H: -0.70 1.48 2.68  0.13
H: -1.60 1.75 1.23  0.08
H: -1.54 -0.49 3.06  0.19
H: -1.44 -0.55 1.43  0.14
C: 2.86 1.01 0.18  -0.16
C: 3.35 -0.02 1.20  -0.15
C: 2.08 -0.32 1.98  -0.20
O: 0.99 -0.15 1.06  -0.20
C: 1.47 0.49 -0.14  -0.19
H: 3.49 1.08 -0.70  0.11
H: 2.81 1.99 0.65  0.12
H: 3.69 -0.92 0.68  0.12
H: 4.16 0.34 1.82  0.11
H: 1.95 0.39 2.81  0.12
H: 2.06 -1.33 2.38  0.11
H: 1.49 -0.25 -0.94  0.12
H: 0.77 1.29 -0.42  0.11
C: 2.12 -5.37 1.41  -0.17
C: 0.93 -4.55 0.92  -0.17
C: 1.59 -3.59 -0.05  -0.21
O: 2.72 -4.27 -0.60  -0.13
C: 2.96 -5.47 0.14  -0.19
H: 1.85 -6.34 1.81  0.11
H: 2.66 -4.81 2.18  0.11
H: 0.23 -5.20 0.38  0.11
H: 0.38 -4.05 1.71  0.10
H: 1.95 -2.69 0.46  0.09
H: 0.93 -3.28 -0.86  0.12
H: 2.66 -6.33 -0.47  0.12
H: 4.03 -5.55 0.35  0.12
C: -4.61 3.24 -5.11  -0.17
C: -4.09 2.21 -4.12  -0.18
C: -5.37 1.78 -3.42  -0.24
O: -6.42 1.91 -4.38  -0.14
C: -5.94 2.64 -5.51  -0.20
H: -3.95 3.41 -5.96  0.11
H: -4.77 4.20 -4.60  0.11
H: -3.65 1.36 -4.65  0.12
H: -3.34 2.59 -3.43  0.10
H: -5.60 2.44 -2.57  0.11
H: -5.34 0.75 -3.06  0.09
H: -5.83 1.94 -6.35  0.12
H: -6.68 3.39 -5.79  0.12
C: 7.68 3.24 -0.69  -0.17
C: 8.16 2.20 0.32  -0.17
C: 6.88 1.91 1.09  -0.20
O: 5.80 2.10 0.17  -0.17
C: 6.28 2.74 -1.02  -0.20
H: 8.31 3.32 -1.57  0.11
H: 7.63 4.22 -0.21  0.12
H: 8.49 1.30 -0.21  0.12
H: 8.97 2.54 0.96  0.11
H: 6.75 2.61 1.92  0.12
H: 6.84 0.89 1.48  0.11
H: 6.30 2.01 -1.83  0.12
H: 5.60 3.55 -1.29  0.12

Properties
Gap between HOMO and LUMO, eV: 8.6
LUMO, eV: -2.627
Charge: +1